No. 1
Entry from OMol25: C2H2F2O3 in the gas phase (ωB97M-V/def2-TZVPD).

Calculated values
- Energy: -502.70626 hartree
- Lowest unoccupied orbital energy (spin up / spin down): -0.21 / 0.48 eV
- Spin multiplicity: 1
- Molar mass: 112.0 g mol⁻¹
- Orbital gap (spin up / spin down): 6.95 / 8.72 eV
- Highest occupied orbital energy (spin up / spin down): -7.2 / -8.2 eV

Bonds (Å) are listed after each position.
Atoms and positions in Å:
1 F 0.96627 -1.13691 0.44241  C6 1.364
2 F -1.60015 1.17140 0.39820  C7 1.292
3 O -0.34780 0.06957 -1.12403  C6 1.488, C7 1.293
4 O -1.65273 -1.08109 0.36074  C7 1.349, H8 0.949
5 O 1.03809 1.12266 0.41899  C6 1.387, H9 0.995
6 C 0.91851 -0.02666 -0.34782  F1 1.364, O3 1.488, O5 1.387
7 C -1.24808 0.07903 -0.19620  F2 1.292, O3 1.293, O4 1.349
8 H -1.34363 -1.95157 0.14301  O4 0.949
9 H 1.68979 1.75650 0.01344  O5 0.995

Löwdin population analysis, charges in e, atoms 1 to 6: atom 1 (F): 0.04, atom 2 (F): 0.22, atom 3 (O): 0.08, atom 4 (O): 0.17, atom 5 (O): 0.01, atom 6 (C): -0.31



No. 2
Entry from OMol25: C11H12O2S2 in the gas phase (ωB97M-V/def2-TZVPD).

Calculated values
- Energy: -1373.15714 hartree
- Lowest unoccupied orbital energy: -0.05 eV
- Spin multiplicity: 1
- Molar mass: 240.3 g mol⁻¹
- Orbital gap: 8.48 eV
- Highest occupied orbital energy: -8.5 eV
- SMILES: CSC(=Cc1ccccc1C(=O)O)SC

Bonds (Å) are listed after each position.
Atoms and positions in Å:
1 S -2.28231 -0.86694 -0.90145  C6 1.799, C10 1.688
2 S -3.04581 1.57314 0.53679  C7 1.787, C10 1.786
3 O 1.01039 2.75266 -0.82700  C8 1.346, H26 0.998
4 O 3.01447 2.75307 0.17681  C8 1.193
5 C 0.79189 0.00371 0.24624  C12 1.382, C13 1.411, C14 1.464
6 C -0.88141 -1.02786 -2.01783  S1 1.799, H17 1.026, H18 1.203, H25 1.142
7 C -4.38394 0.51528 1.06885  S2 1.787, H20 1.181, H21 1.166, H24 1.069
8 C 2.07612 2.15858 -0.25765  O3 1.346, O4 1.193, C12 1.536
9 C 3.35632 -1.34613 0.55640  C11 1.383, C15 1.386, H27 1.092
10 C -1.76708 0.41947 0.06225  S1 1.688, S2 1.786, C14 1.340
11 C 2.15003 -1.99531 0.74668  C9 1.383, C13 1.376, H22 1.094
12 C 1.99491 0.66231 0.07811  C5 1.382, C8 1.536, C15 1.425
13 C 0.94174 -1.35987 0.57460  C5 1.411, C11 1.376, H16 1.146
14 C -0.49183 0.69729 0.36574  C5 1.464, C10 1.340, H23 1.084
15 C 3.24388 0.00625 0.27678  C9 1.386, C12 1.425, H19 1.023
16 H -0.00023 -1.99843 0.71156  C13 1.146
17 H -0.59107 -0.08019 -2.28357  C6 1.026
18 H 0.05322 -1.61805 -1.54280  C6 1.203
19 H 4.10034 0.56461 0.25552  C15 1.023
20 H -4.09209 -0.36797 1.79688  C7 1.181
21 H -5.02845 0.05974 0.21114  C7 1.166
22 H 1.98914 -3.03716 1.03979  C11 1.094
23 H -0.44159 1.64982 0.87984  C14 1.084
24 H -5.17315 1.08409 1.51156  C7 1.069
25 H -1.24149 -1.63412 -2.91582  C6 1.142
26 H 0.31673 2.09340 -1.10997  O3 0.998
27 H 4.38128 -1.66140 0.76058  C9 1.092

Löwdin population analysis, charges in e, atoms 1 to 6: atom 1 (S): 0.87, atom 2 (S): 0.83, atom 3 (O): 0.11, atom 4 (O): 0.13, atom 5 (C): -0.21, atom 6 (C): -0.37



No. 3
Entry from OMol25: a 2-piece molecular cluster, C3H11N2O overall (ωB97M-V/def2-TZVPD).

Calculated values
- Energy: -305.50506 hartree
- Lowest unoccupied orbital energy (spin up / spin down): 0.71 / 0.46 eV
- Spin multiplicity: 2
- Molar mass: 91.1 g mol⁻¹
- Orbital gap (spin up / spin down): 3.90 / 8.52 eV
- Highest occupied orbital energy (spin up / spin down): -3.2 / -8.1 eV

Bonds (Å) are listed after each position.
Atoms and positions in Å:
1 O 1.12480 -2.19220 -1.99113  H8 0.968, H13 0.969
2 N -0.57800 1.93137 1.91581  C5 1.383, H11 1.002, H15 1.000
3 N -0.71163 -0.98092 -0.36511  C4 1.474, H7 1.094, H10 1.021, H16 1.045
4 C -0.11014 0.16932 0.33426  N3 1.474, C5 1.364, C6 1.515
5 C -0.88022 0.72373 1.31361  N2 1.383, C4 1.364, H12 1.087
6 C 0.92740 0.98341 -0.41112  C4 1.515, H9 1.086, H14 1.094, H17 1.091
7 H -1.72141 -0.90571 -0.77927  N3 1.094
8 H 1.78847 -2.89117 -2.08209  O1 0.968
9 H 1.67625 0.29003 -0.78312  C6 1.086
10 H -0.85036 -1.71046 0.33518  N3 1.021
11 H -0.82060 2.19961 2.85033  N2 1.002
12 H -1.63245 0.08967 1.77527  C5 1.087
13 H 0.71955 -2.06592 -2.86202  O1 0.969
14 H 1.38618 1.58763 0.37768  C6 1.094
15 H -0.36961 2.65607 1.25929  N2 1.000
16 H -0.03051 -1.33416 -1.07461  N3 1.045
17 H 0.45490 1.61810 -1.16154  C6 1.091

Löwdin population analysis, charges in e, atoms 1 to 6: atom 1 (O): -0.10, atom 2 (N): 0.04, atom 3 (N): 0.05, atom 4 (C): -0.40, atom 5 (C): -0.23, atom 6 (C): -0.08